1.
# C5H8CaO3

A molecular structure, C5H8CaO3 at a distorted geometry (ωB97M-V/def2-TZVPD, OMol25).

XYZ file:
```
17
C5H8CaO3 | OMol25 | ωB97M-V/def2-TZVPD
Ca 2.95543 1.91733 0.41694
O 0.92513 -0.31507 0.09197
O -0.90674 0.91492 -0.39290
O 0.86723 1.93594 0.63906
C -2.01263 0.65420 0.29888
C 0.22295 0.87919 0.52286
C -3.07299 -0.08189 -0.40680
C 2.20627 -0.23655 -0.01407
C 2.83592 -1.50418 -0.38209
H 2.16249 -2.36879 -0.36443
H -2.31957 1.48423 0.95283
H -3.34406 -0.96726 0.18796
H 3.69846 -1.65933 0.28468
H -0.74433 0.50725 1.40739
H -2.77510 -0.36096 -1.42274
H -3.96513 0.56178 -0.43044
H 3.26669 -1.36080 -1.38911
```

The value obtained for the HOMO energy is -18.196 eV. The total charge is +2. The calculation puts the frontier orbital gap at 8.75 eV. Its energy above the lowest of the compared OMol25 structures with the same formula, charge and spin is 35.8 kcal per mole. The LUMO energy comes out at -9.4 eV.


2.
# C6H12AlF4O

A molecular structure, C6H12AlF4O (ωB97M-V/def2-TZVPD, OMol25).

XYZ file:
```
24
C6H12AlF4O | OMol25 | ωB97M-V/def2-TZVPD
Al 0.99380 0.25334 -1.79438
F 0.24860 2.57508 0.35145
F 2.59562 0.58954 0.61123
F 3.32693 1.79018 -1.09679
F 1.89250 3.77884 -0.43070
O -0.65113 0.16745 -1.18646
C 1.60612 2.63546 0.25092
C -2.23942 -1.08592 0.13935
C 2.14388 1.38704 -0.47026
C -0.22470 -1.58275 1.60205
C -1.42232 -0.98887 -1.15620
C -1.43989 -0.68365 1.37636
H 1.65049 -1.22934 -1.76081
H 0.14216 -1.51796 2.62843
H -2.57938 -2.12237 0.27331
H -1.10591 0.34702 1.24448
H -0.47625 -2.63142 1.40623
H -3.13893 -0.46672 0.05865
H 2.00275 2.72891 1.26492
H -0.80503 -1.89726 -1.26096
H 1.10500 0.98593 -3.23269
H -2.12640 -0.99794 -2.00491
H 0.59512 -1.32375 0.93215
H -2.09362 -0.71085 2.25465
```

The value obtained for the HOMO energy is -5.172 eV. The total charge is -1. The calculation puts the frontier orbital gap at 8.91 eV. The LUMO energy comes out at 3.7 eV.


3.
# C54H43ClN9O6PS2Tl

A molecular structure, C54H43ClN9O6PS2Tl (ωB97M-V/def2-TZVPD, OMol25).

XYZ file:
```
117
C54H43ClN9O6PS2Tl | OMol25 | ωB97M-V/def2-TZVPD
Tl -0.84937 -0.00582 0.84193
Cl 5.79029 3.01759 -5.80223
S -2.28469 0.89932 -1.23009
S -2.13309 3.94106 -1.45708
P -0.53063 -2.07658 -2.55714
O -1.71400 -1.78735 -3.64419
O 4.51831 0.30382 -0.76418
O 0.70864 -1.41513 -3.38135
O 2.35788 1.40498 0.52444
O 1.05565 -0.24051 -0.31984
O -0.25899 -3.64242 -2.94124
N -1.36786 2.56464 3.32788
N -2.59952 0.91114 2.07659
N -2.46363 -1.70062 1.01566
N 2.00169 -0.73921 2.89613
N -1.08240 -3.65245 0.73793
N -0.63011 2.50863 0.07082
N 0.19195 -1.88982 1.78151
N -4.44629 -0.33222 1.13855
N 0.09969 0.73136 2.79040
C 0.70739 0.03079 -3.48011
C -5.67598 -2.75545 -0.39963
C -2.47528 2.04965 2.79195
C -4.69795 1.80529 2.31590
C -3.79390 2.65846 2.95158
C 5.38846 2.12719 -1.91517
C 1.97151 1.50155 3.88101
C -4.40044 -2.55171 0.10991
C 0.97664 2.46467 4.02240
C -1.59812 2.41442 -0.79131
C -3.04421 -2.14414 -3.23681
C -0.21111 3.81867 0.24223
C -3.91042 0.69767 1.78162
C 2.80894 -5.68748 1.63403
C -3.94947 -2.04615 -4.44101
C -3.77449 -1.40922 0.77971
C 0.86015 4.22581 1.03550
C -2.20572 -2.96642 0.60329
C 0.44926 -5.72225 -1.97749
C 3.38452 -3.51065 2.54153
C -4.22025 3.81954 3.58415
C 1.37470 0.39882 3.12088
C -0.20832 1.94329 3.33042
C 5.70849 2.76316 -3.10361
C -0.93344 4.76328 -0.49934
C 3.48681 2.88811 5.06255
C 2.48509 3.85640 5.20653
C 0.80166 -4.27139 -2.21265
C 4.73301 0.96936 -4.37605
C 1.54107 -5.25712 1.27954
C 5.68531 2.74224 -0.57912
C 4.41334 0.31323 -3.19277
C -0.63678 6.11973 -0.42538
C -6.05827 2.08801 2.29400
C 4.74410 0.88302 -1.97014
C -6.48277 3.24877 2.91686
C -4.94772 -4.95939 -1.11148
C -5.93428 -3.96785 -1.01797
C 3.24203 1.69517 4.40129
C 1.20960 -3.93656 1.55390
C -3.41633 -3.53432 0.00808
C 1.15207 5.57425 1.10880
C 0.40560 6.51653 0.39354
C 2.17144 0.35714 -0.07769
C 3.35417 -0.48152 -0.58323
C 1.21437 3.65635 4.69091
C -5.57412 4.10552 3.55474
C 3.72155 -4.82335 2.25587
C 2.11499 -3.07891 2.17940
C -3.67874 -4.75736 -0.59457
C 1.43317 -1.79231 2.31425
C 0.42938 0.44479 -4.90652
C 0.00001 -3.15018 1.31772
C 5.38224 2.18420 -4.32084
H 1.68732 0.37517 -3.15297
H -7.53508 3.50614 2.91185
H 1.19568 0.05504 -5.58003
H 0.95807 -3.75876 -1.25564
H 5.98697 3.78344 -0.69501
H -5.94284 5.00612 4.03063
H -0.40562 -5.79636 -1.30379
H 0.43491 4.40209 4.78370
H -0.54218 0.06736 -5.22547
H 6.19845 3.72891 -3.08275
H -3.05547 -3.15956 -2.82932
H 2.71442 4.77933 5.72542
H 1.72351 -4.17610 -2.79332
H 3.05653 -1.02526 -1.47814
H 6.48717 2.20334 -0.06832
H -6.42961 -1.98192 -0.32178
H -3.61825 -2.72667 -5.22651
H 3.90660 -0.64100 -3.24911
H 1.29421 -6.24981 -1.52790
H 1.98184 5.90388 1.72295
H 1.45830 3.47911 1.53754
H 4.47501 0.53013 -5.33027
H 4.80708 2.68519 0.06578
H -6.75153 1.42024 1.79837
H 0.42798 1.53502 -4.98181
H 4.70601 -5.19324 2.51590
H 4.07949 -2.83375 3.02248
H -6.91408 -4.15719 -1.43963
H 0.82813 -5.91776 0.79915
H -1.20159 6.84573 -0.99713
H 3.58758 -1.21034 0.19572
H 3.10481 -6.70938 1.43012
H 0.19908 -6.20685 -2.92247
H -4.97230 -2.30544 -4.15766
H 0.65567 7.56783 0.46668
H -3.38034 -1.46170 -2.45119
H 4.47134 3.08315 5.47008
H -3.94520 -1.02988 -4.83805
H 4.01016 0.94318 4.27456
H -2.90758 -5.51287 -0.67212
H -5.18364 -5.89546 -1.60298
H -3.50845 4.47362 4.07177
H -0.02908 0.45348 -2.79501
```

The value obtained for the HOMO energy (alpha / beta) is -4.157 / -4.196 eV. The total charge is -1. The calculation puts the frontier orbital gap (alpha / beta) at 4.95 / 5.02 eV. Its energy above the lowest of the compared OMol25 structures with the same formula, charge and spin is 0.0 kcal per mole. The LUMO energy (alpha / beta) comes out at 0.8 / 0.8 eV.


4.
# C10H15N

A single C10H15N molecule at a distorted geometry (ωB97M-V/def2-TZVPD, OMol25).

XYZ file:
```
26
C10H15N | OMol25 | ωB97M-V/def2-TZVPD
N -2.32172 1.38962 0.87662
C 0.16318 -0.67909 -0.67956
C -0.55147 0.42854 0.06463
C -1.73438 2.36000 -0.00963
C 0.78067 -0.15669 0.59675
C -0.66883 -2.01070 -0.47921
C -0.61639 1.75553 -0.44803
C 2.07437 0.52237 0.54847
C 0.66681 -1.05041 1.71855
C 0.58792 -0.46750 -2.12401
C -1.74013 0.24438 0.89626
H -0.44259 -0.50169 -2.60692
H 1.07099 0.50870 -2.43393
H 0.96251 -0.36811 2.61076
H -1.29867 -2.27140 -1.31754
H -0.13865 -1.72785 1.89900
H -1.32505 -1.70921 0.46498
H -3.15200 1.64575 1.42302
H 2.42855 0.82086 1.54675
H 1.91027 1.52161 0.03031
H 1.49527 -1.70464 1.58172
H 1.25626 -1.31923 -2.45059
H -0.05961 -2.92872 -0.16694
H -2.07836 3.32343 -0.28152
H 2.83920 0.07593 -0.02185
H -0.10815 2.29850 -1.23810
```

The value obtained for the HOMO energy is -7.934 eV. The calculation puts the frontier orbital gap at 8.82 eV. Its energy above the lowest of the compared OMol25 structures with the same formula, charge and spin is 92.8 kcal per mole. The LUMO energy comes out at 0.9 eV.


5.
# C32H39CoN6O4PSSe

A molecular structure, C32H39CoN6O4PSSe at a distorted geometry (ωB97M-V/def2-TZVPD, OMol25).

XYZ file:
```
85
C32H39CoN6O4PSSe | OMol25 | ωB97M-V/def2-TZVPD
Se -4.08900 -2.03846 6.04328
Co -0.15929 0.41545 0.10840
S 3.73917 0.51619 2.88456
P 2.49822 -0.40628 -1.86651
O 1.25117 0.06600 -1.13086
O 3.42862 -1.27561 -1.09494
O 1.96702 -1.03031 -3.22389
O 3.15188 0.91514 -2.46561
N -3.91644 -0.41308 5.30843
N -1.31986 1.28509 1.60476
N -2.90894 -2.77979 4.91906
N 1.50468 0.88173 1.73204
N -0.30478 -1.07196 1.25563
N -0.56979 2.01701 -1.16377
C -1.95939 -1.69847 -0.94816
C -1.92769 2.63314 -1.04985
C -1.20801 -0.98300 2.23733
C -2.97098 1.93180 3.75550
C -1.79403 0.33727 2.43334
C -1.57847 2.55172 1.90580
C 1.51906 1.68175 2.85406
C 1.07056 -2.46778 -4.85040
C -0.78036 -3.23928 2.90025
C 4.42747 1.84479 -0.59117
C 1.86130 -2.45722 -3.55601
C -2.77148 -1.63274 -3.22348
C -1.39061 0.13883 -2.37320
C 3.25508 -3.02928 -3.75962
C -2.12659 -0.41710 -3.40517
C 1.10438 -3.18128 -2.45470
C 5.56760 0.70026 -2.51019
C -1.29180 -0.48218 -1.11431
C 4.40231 1.57621 -2.08472
C -2.63545 0.60147 3.50647
C 0.18506 -3.29881 1.91117
C -3.05600 -0.52356 4.33900
C 0.39106 -2.19111 1.09404
C -2.68468 -2.26218 -1.99692
C 0.47888 3.06716 -1.11895
C 4.37956 2.87570 -2.87150
C -0.60286 1.39813 -2.52405
C -1.49358 -2.05023 3.07761
C 2.63000 0.21612 1.63617
C 2.64976 1.61780 3.59796
C -2.49277 -1.83759 4.12382
C -2.40461 2.91362 2.96720
H 4.27393 2.67001 -3.93593
H 6.50900 1.20124 -2.27577
H 1.11418 -2.19376 0.28590
H -2.07008 3.32154 -1.88391
H -0.98753 -4.08530 3.54164
H -3.19533 -3.20349 -1.83561
H 1.68883 -3.18966 -1.53312
H 3.52174 2.36328 -0.26793
H -2.05418 3.18902 -0.14613
H 1.55953 -1.83567 -5.59096
H 0.39148 3.67576 -0.21743
H 1.00888 -3.48283 -5.24490
H 5.53128 0.52523 -3.58564
H -1.10612 3.30674 1.29672
H 0.41128 1.18005 -2.84195
H 3.83302 -2.98456 -2.84019
H 3.78013 -2.47205 -4.53635
H -2.68742 1.85663 -1.09836
H -1.98034 -2.23773 -0.00798
H 2.87717 2.15115 4.50544
H 0.66727 2.29836 3.09288
H 0.05816 -2.09735 -4.68078
H 0.77276 -4.19088 1.75081
H 5.30872 3.42424 -2.71258
H 0.37344 3.73113 -1.98027
H 0.92115 -4.21568 -2.75296
H -3.62634 2.17193 4.58219
H 1.44756 2.58413 -1.15643
H 5.28626 2.47251 -0.34776
H 4.51958 0.91241 -0.03948
H 3.55007 3.51076 -2.55631
H 2.89128 -0.43767 0.80152
H 0.14203 -2.69881 -2.27983
H 3.17564 -4.07027 -4.08038
H -2.58624 3.96122 3.15989
H -3.34066 -2.07577 -4.02949
H -1.02293 2.10088 -3.24670
H 5.53686 -0.25717 -1.99333
H -2.18428 0.09831 -4.35745
```

The value obtained for the HOMO energy is -11.275 eV. The total charge is +1. The calculation puts the frontier orbital gap at 7.53 eV. Its energy above the lowest of the compared OMol25 structures with the same formula, charge and spin is 0.0 kcal per mole. The LUMO energy comes out at -3.7 eV.


6.
# C17H30IN5O3

A molecular structure, C17H30IN5O3 at a distorted geometry (ωB97M-V/def2-TZVPD, OMol25).

XYZ file:
```
56
C17H30IN5O3 | OMol25 | ωB97M-V/def2-TZVPD
I 1.39792 0.92350 6.12350
O -3.56980 -0.33243 0.50102
O 0.40519 3.34468 1.58067
O 1.15135 2.22086 -0.37480
N -0.36670 -1.82883 -3.08462
N 1.64296 -1.69122 3.16066
N 1.49636 -0.51501 -2.27239
N -5.36760 1.12995 -0.02974
N -0.82822 0.47502 -2.21721
C 0.73655 3.17508 -1.39214
C 0.05277 -0.64646 -2.56039
C -4.04529 0.48644 -0.32736
C -2.22571 -0.05611 -2.23396
C 0.38504 2.34783 0.82099
C 3.18355 -1.78242 1.07497
C 1.90470 -1.60429 -1.29403
C -0.22333 -3.00003 3.96251
C -3.33601 0.95527 -1.67273
C 2.77328 -0.84737 -0.16311
C 2.82986 -1.09198 2.49472
C -0.30109 -1.60837 4.68910
C -0.54106 1.09888 1.26885
C -0.63443 1.63676 -3.13603
C 0.70192 2.49663 -2.84220
C 1.01596 -2.98981 3.03927
C 0.92960 -0.85029 4.13174
H -0.63515 1.25373 -4.23037
H 3.64381 -0.30268 -0.65804
H 2.69296 -2.80168 0.92779
H 1.41908 -3.80919 2.34256
H -2.85950 1.97303 -1.47438
H -5.14232 1.87125 0.64989
H 0.96501 -2.03358 -0.78316
H 1.66896 1.92824 -3.03644
H -2.25240 -0.98199 -1.54304
H -1.06213 -2.46193 -2.67435
H -0.94992 -3.86106 4.10362
H 3.75383 -1.09898 3.17200
H 2.06892 -0.03421 0.26037
H -1.49972 2.40164 -3.09919
H -0.24223 3.69592 -1.10685
H -4.10356 1.12159 -2.51855
H 2.57340 0.01926 2.32524
H 0.11135 -2.17080 -3.93810
H -5.93344 0.37789 0.39053
H -1.06229 -1.20743 5.43139
H -2.48498 -0.34774 -3.31040
H -0.96578 0.57150 0.34450
H -1.43150 1.42753 1.89815
H 2.45351 -2.46721 -1.79928
H 0.13044 0.34264 1.81934
H 4.33511 -1.87177 1.05758
H 1.55716 3.98739 -1.42564
H 0.68175 3.35806 -3.61503
H 1.33226 0.22929 4.36981
H 2.06955 -0.55492 -3.12728
```

The value obtained for the HOMO energy is -4.814 eV. The calculation puts the frontier orbital gap at 1.77 eV. The LUMO energy comes out at -3.0 eV.


7.
# C4H11NO

2 unconnected molecules or ions with the total composition C4H11NO at a distorted geometry (ωB97M-V/def2-TZVPD, OMol25).

XYZ file:
```
17
C4H11NO | OMol25 | ωB97M-V/def2-TZVPD
O -0.82718 2.98586 -0.41218
N 1.41534 0.63710 -0.12205
C -1.23754 -1.42263 -0.10259
C -0.48203 -0.67300 0.99531
C 1.02839 -0.39368 0.82195
C 1.59349 0.31513 -1.32599
H -0.51803 -1.21510 1.93373
H 1.47640 -1.37790 0.51220
H 1.33065 0.00009 1.79887
H -1.47591 -0.78474 -0.95547
H 1.95161 1.05702 -2.07269
H -0.71556 -2.32149 -0.45820
H 1.25082 -0.61697 -1.81909
H -1.57772 2.70019 0.13054
H -0.96010 0.29166 1.24412
H -0.01422 2.49513 -0.46037
H -2.23842 -1.67665 0.29193
```

The value obtained for the HOMO energy is -9.854 eV. The calculation puts the frontier orbital gap at 10.74 eV. Its energy above the lowest of the compared OMol25 structures with the same formula, charge and spin is 41.4 kcal per mole. The LUMO energy comes out at 0.9 eV.


8.
# C2H2N2O2S

A single C2H2N2O2S molecule at a distorted geometry (ωB97M-V/def2-TZVPD, OMol25).

XYZ file:
```
9
C2H2N2O2S | OMol25 | ωB97M-V/def2-TZVPD
S 0.85937 -1.26073 1.17658
O 1.36151 1.34072 -0.41689
O 0.41049 0.34304 -2.16865
N 0.68555 0.58151 -1.03091
N -2.22187 0.90501 0.83834
C -0.29030 -0.60664 -0.04223
C -1.39744 0.18308 0.48686
H 1.14609 -0.10295 1.87123
H -0.55341 -1.38304 -0.71432
```

The value obtained for the HOMO energy is -10.093 eV. The calculation puts the frontier orbital gap at 9.94 eV. Its energy above the lowest of the compared OMol25 structures with the same formula, charge and spin is 93.0 kcal per mole. The LUMO energy comes out at -0.1 eV.